Record 1
10 unconnected molecules or ions with the total composition C31H75BBrN2O14 in a non-equilibrium geometry. Source: OMol25; level of theory: ωB97M-V/def2-TZVPD.

Computed properties:
E_LUMO: -2.70 eV
Charge: +1
Molar mass: 790.7 u
HOMO level: -11.065 eV
DFT total energy: -4987.52740 Ha
Kohn-Sham gap: 8.360 eV

Geometry (Å):
C  3.35995  3.86496  -1.00257
C  2.18121  3.74708  -0.79796
C  0.73652  3.48922  -0.63352
C  0.06618  3.43939  -2.02448
C  -1.07461  2.42198  -2.31917
C  -1.59911  1.45089  -1.27123
C  -2.08874  2.11663  0.05641
C  -2.88763  3.42602  -0.13570
C  -4.25685  3.37004  0.57431
C  -4.18646  3.47195  2.11831
N  -5.18520  2.57767  2.74794
C  -0.83768  0.17229  -0.78699
C  0.68797  -0.07264  -0.77010
Br  1.68135  0.59392  -2.28611
C  1.39036  0.23109  0.57922
C  1.73550  -1.02778  1.39026
N  -1.38636  -0.99048  -1.58459
C  -2.86282  -0.79320  -1.84306
C  -3.01474  -1.36266  -3.28581
B  -2.63117  -2.92168  -3.40737
O  -3.57844  -3.92842  -3.29684
O  -1.31550  -3.19673  -3.67756
C  -3.81673  -1.57365  -0.94920
C  -4.07928  -1.07232  0.45467
O  -4.68752  -0.10967  0.77595
O  -3.62699  -1.96457  1.46582
C  -2.26247  -1.94605  1.60915
C  -1.74906  -1.22891  2.82514
O  -1.53338  -2.49608  0.82143
C  -2.97027  0.78680  -1.83036
C  -3.55395  1.32873  -3.14535
H  4.35805  4.16209  -1.22338
H  0.36423  4.33644  -0.05554
H  0.65772  2.57964  -0.04505
H  0.85707  3.26930  -2.74969
H  -0.29060  4.44538  -2.24452
H  -1.89512  3.02827  -2.68549
H  -0.76773  1.83531  -3.18843
H  -2.66112  1.39753  0.64186
H  -1.23548  2.37637  0.69204
H  -3.10267  3.63225  -1.18406
H  -2.31466  4.26775  0.25474
H  -4.82905  4.21803  0.19070
H  -4.77353  2.46740  0.24520
H  -4.45206  4.49480  2.37920
H  -3.18582  3.21541  2.46410
H  -4.73638  1.68143  2.89710
H  -5.92281  2.41284  2.07262
H  -1.12695  -0.02339  0.24395
H  0.81502  -1.15091  -0.86822
H  0.84169  0.97517  1.15815
H  2.33729  0.70169  0.30482
H  1.17130  -1.90886  1.08268
H  2.78598  -1.28749  1.25917
H  1.59967  -0.82439  2.45070
H  -0.83076  -0.96409  -2.44351
H  -1.25425  -1.85618  -1.05294
H  -4.03892  -1.28039  -3.64361
H  -2.31448  -0.85809  -3.95191
H  -3.71037  -4.22523  -2.39051
H  -1.02801  -4.04005  -3.30428
H  -3.53402  -2.62030  -0.84069
H  -4.78220  -1.58638  -1.46303
H  -2.01264  -0.17139  2.81108
H  -0.68442  -1.40645  2.92310
H  -2.24448  -1.68365  3.68757
H  -3.76772  1.04632  -1.13677
H  -2.87363  1.28826  -3.99312
H  -4.51164  0.86857  -3.37236
H  -3.76144  2.39051  -2.99793
C  5.82956  1.53425  0.89322
O  5.09660  0.81956  -0.10504
H  5.30532  1.42308  1.83988
H  6.83347  1.12184  0.99912
H  5.88978  2.59549  0.63810
H  5.56846  0.92027  -0.93705
C  -8.27358  -2.71479  -2.38128
O  -7.62810  -1.60412  -1.74448
H  -8.80542  -2.33792  -3.24998
H  -7.53271  -3.45144  -2.70622
H  -8.98219  -3.17811  -1.69518
H  -7.16928  -1.94531  -0.97263
C  -9.56742  -2.57741  1.34776
O  -10.15610  -3.26025  0.24584
H  -9.80424  -1.52153  1.24505
H  -9.97007  -2.94219  2.29504
H  -8.47865  -2.70003  1.35021
H  -9.95078  -4.19499  0.34120
C  -9.11181  1.59142  0.04802
O  -8.34483  2.24907  1.05648
H  -9.38676  2.32763  -0.70222
H  -8.53434  0.79650  -0.43246
H  -10.02302  1.16610  0.47631
H  -8.11642  1.59230  1.72006
C  7.13481  -2.15706  1.76629
O  7.63185  -1.00415  2.44542
H  6.64927  -1.82315  0.85172
H  7.95327  -2.83448  1.51191
H  6.40363  -2.68018  2.38853
H  8.05840  -1.30366  3.25256
C  10.99533  -3.72825  2.88425
O  10.26822  -4.40237  1.85839
H  10.45594  -3.85321  3.82036
H  11.99358  -4.15740  2.98466
H  11.07601  -2.66314  2.65274
H  10.75535  -4.28395  1.03835
C  4.28964  2.88992  -5.03796
O  4.91136  2.93868  -3.75946
H  5.03533  3.08170  -5.80427
H  3.85470  1.90086  -5.21118
H  3.50818  3.65180  -5.10921
H  4.22781  2.77152  -3.10335
C  14.74169  -4.90852  2.41283
O  14.79866  -3.53004  2.05992
H  14.02598  -5.39431  1.75394
H  15.71628  -5.38629  2.28865
H  14.40979  -5.02467  3.44826
H  15.43204  -3.10270  2.64231
C  3.65126  2.24336  4.17405
O  2.87312  1.46750  3.26238
H  3.17000  2.19034  5.14678
H  4.66467  1.84411  4.25673
H  3.69675  3.28728  3.85579
H  3.30394  1.51856  2.40306

Force components x, y, z for each atom (eV/Å):
-0.3 0.5 0.0
0.1 -0.4 -0.1
0.9 0.5 -0.3
0.0 -0.1 0.1
1.0 0.1 -0.2
-2.1 -0.9 1.1
0.9 1.3 -0.1
-0.7 -0.5 0.4
0.7 0.7 -0.3
-1.1 -0.6 -0.8
0.6 0.1 0.2
0.9 -0.2 -0.4
0.0 -0.4 1.0
-0.1 -0.1 -0.4
0.5 0.4 -0.7
0.1 0.1 0.0
-0.3 0.6 1.2
0.7 1.0 -2.4
0.0 -1.2 0.1
-0.2 0.2 -0.2
0.5 0.2 0.5
0.0 0.3 0.9
0.0 -0.2 0.6
-0.2 -0.3 0.1
0.0 -0.1 -0.1
0.0 0.7 -0.1
1.0 -0.2 0.4
-0.5 -0.7 0.1
-0.4 0.1 -0.4
-0.8 -0.3 -0.3
0.4 0.8 0.3
0.1 -0.2 0.1
-0.4 -0.3 0.2
-0.2 0.0 -0.1
0.0 -0.1 0.0
-0.1 0.0 0.0
-0.2 -0.2 0.2
0.0 0.0 0.0
-0.2 -0.1 -0.1
0.1 -0.2 -0.1
0.2 0.0 -0.1
0.0 0.1 -0.1
-0.2 -0.1 0.1
-0.1 -0.1 0.2
0.4 0.1 0.2
0.0 0.1 0.2
-0.2 -0.1 0.0
-0.1 0.1 0.1
-0.2 0.1 0.0
-0.1 0.0 -0.2
-0.1 -0.2 0.1
0.0 0.2 0.2
-0.3 0.1 0.2
0.0 0.1 -0.1
0.0 -0.2 0.0
-0.3 -0.6 -0.2
0.4 -0.1 -0.2
0.0 0.4 0.0
-0.2 0.3 -0.1
-0.3 -0.3 -0.2
0.0 -0.3 -0.6
0.3 0.1 -0.2
0.0 0.3 0.0
0.0 0.0 -0.1
0.1 0.2 -0.1
-0.1 0.2 0.0
0.2 -0.1 0.3
-0.1 -0.3 -0.1
0.1 -0.2 -0.1
-0.1 -0.1 0.0
0.1 0.0 -0.4
-0.1 0.0 0.2
0.0 -0.1 0.0
0.0 0.0 0.2
0.0 0.0 0.1
0.0 0.0 0.0
0.1 -0.1 0.2
0.2 0.0 -0.1
0.0 0.1 0.0
-0.1 0.0 -0.1
0.0 0.0 -0.1
-0.2 0.0 0.1
-0.1 -0.2 -0.1
0.1 0.0 0.1
0.0 0.0 0.0
0.0 0.1 0.0
0.0 0.1 0.1
-0.1 0.0 0.0
0.1 -0.2 0.2
0.1 0.0 -0.1
0.0 0.1 0.1
-0.1 0.0 -0.1
-0.1 0.0 -0.1
-0.1 0.0 0.1
0.2 0.0 0.2
-0.1 0.0 -0.1
0.0 0.1 0.0
-0.1 -0.1 0.0
0.0 -0.1 -0.1
0.0 0.0 0.0
0.0 0.0 -0.3
-0.1 0.0 0.1
-0.1 -0.1 0.0
0.0 0.1 0.1
0.1 0.0 0.1
0.0 0.0 0.0
-0.2 0.0 0.3
0.1 -0.1 0.0
0.1 0.0 0.1
0.0 0.0 -0.1
0.0 0.0 -0.1
0.0 0.0 0.1
0.1 0.2 0.1
-0.1 -0.1 -0.1
0.0 0.0 0.0
0.0 -0.1 0.0
0.0 -0.2 0.0
0.0 0.0 0.0
0.0 0.0 -0.2
-0.1 0.0 0.0
0.0 0.0 0.0
0.0 0.0 0.1
0.0 0.0 0.1
0.0 0.0 0.0



Record 2
A molecular structure, C25H24ClFeNO2 in a non-equilibrium geometry. Source: OMol25; level of theory: ωB97M-V/def2-TZVPD.

Computed properties:
E_LUMO (alpha / beta): 4.66 / 4.66 eV
Charge: -2
2S+1: 5
Molar mass: 461.8 u
HOMO level (alpha / beta): 0.439 / 0.457 eV
DFT total energy: -2896.18037 Ha
⟨S²⟩: 6.024
Kohn-Sham gap (alpha / beta): 4.221 / 4.202 eV

Geometry (Å):
C  -1.69408  2.57425  -2.54258
C  -3.11065  2.16139  -2.43423
C  -3.23800  0.84648  -2.95637
H  -3.91961  2.82199  -2.12442
C  -1.96402  0.35132  -3.29403
C  -0.97988  1.34777  -2.97504
H  0.07575  1.33070  -3.23213
H  -1.22331  3.51135  -2.20966
H  -4.17351  0.32658  -3.12235
H  -1.73581  -0.60523  -3.76400
Fe  -1.52379  1.47100  -0.92795
Cl  -2.18203  2.76310  0.75898
C  -2.42115  -0.93581  0.88054
C  -2.38445  -1.80327  -0.24432
C  -3.64605  -1.71017  -0.92341
H  -1.52694  -2.36313  -0.55948
C  -4.45690  -0.75984  -0.19009
C  -3.69398  -0.30892  0.92245
H  -3.96599  0.49135  1.58753
H  -1.62440  -0.78433  1.58059
H  -3.92487  -2.17589  -1.87665
H  -5.43479  -0.38874  -0.50110
C  0.83674  -2.69195  3.45306
C  0.75605  -1.20754  3.12530
C  -0.07094  -0.39991  3.90152
C  -0.20085  0.94887  3.59531
C  0.48163  1.48276  2.52584
C  1.34995  0.72214  1.75104
N  2.04888  1.39139  0.76700
C  2.62371  0.96361  -0.41578
C  3.84791  1.50921  -0.80289
C  4.53965  1.00429  -1.89282
C  4.00851  -0.02744  -2.68083
C  2.74896  -0.53883  -2.35782
C  2.07773  -0.04915  -1.23663
C  0.69801  -0.58698  -0.96276
O  0.42751  -1.78111  -1.10532
O  -0.11836  0.33304  -0.61298
C  1.52909  -0.63967  2.08635
C  2.54869  -1.52810  1.40408
H  0.52524  -3.30390  2.58371
H  1.85609  -2.98920  3.76907
H  0.14801  -2.90929  4.28779
H  -0.59096  -0.82663  4.75725
H  -0.84373  1.58045  4.19357
H  0.32125  2.50411  2.23286
H  2.12987  2.38475  0.92079
H  4.30523  2.26667  -0.18416
H  5.53366  1.38061  -2.13008
H  4.54907  -0.45538  -3.52801
H  2.26280  -1.32842  -2.94747
H  2.06588  -2.16014  0.61716
H  3.36103  -0.95072  0.91018
H  2.99212  -2.25946  2.12342

Force components x, y, z for each atom (eV/Å):
-0.5 -0.7 -1.7
1.3 0.6 -1.2
0.4 0.7 0.0
0.3 -0.3 0.1
0.7 0.9 0.0
-1.4 1.6 -1.8
-0.2 -0.2 0.2
-0.5 -0.4 -0.5
0.2 0.0 0.4
-0.1 0.2 0.5
-1.4 -1.9 2.5
-0.1 1.0 0.9
-0.9 -0.4 -0.7
-1.5 0.3 0.0
0.1 0.7 1.2
0.0 -0.1 -0.1
0.9 -0.8 -0.2
0.0 -0.4 -0.8
-0.1 0.1 0.2
0.3 0.1 0.2
0.2 0.1 0.4
0.2 -0.1 0.1
-0.1 0.1 0.0
0.2 0.1 0.0
0.2 0.0 -0.1
0.1 -0.2 0.2
-0.1 0.1 0.0
-0.4 -1.2 0.9
0.6 0.8 -0.2
0.2 -0.8 -0.8
0.2 -0.2 -0.1
0.1 -0.4 -0.6
-0.2 0.0 0.1
0.3 0.3 0.4
-0.1 -0.1 0.0
-1.2 -0.3 0.1
1.1 0.6 -0.3
1.8 -1.1 0.5
0.1 -0.3 0.0
0.2 -0.6 -0.4
0.2 0.3 0.4
-0.4 0.0 -0.2
0.3 0.0 -0.4
-0.1 0.0 -0.2
-0.1 0.0 -0.1
-0.2 0.3 0.0
-0.1 -0.1 0.0
0.1 0.1 0.1
-0.2 0.1 0.1
0.0 0.3 0.2
0.3 0.4 0.4
0.3 0.5 0.4
-0.5 -0.4 0.5
-0.2 0.7 -0.4



Record 3
2 unconnected molecules or ions with the total composition C2H3Cl2NO2 in a non-equilibrium geometry. Source: OMol25; level of theory: ωB97M-V/def2-TZVPD.

Computed properties:
E_LUMO (alpha / beta): -3.90 / -2.79 eV
Charge: 0
Molar mass: 144.0 u
HOMO level (alpha / beta): -9.444 / -10.767 eV
DFT total energy: -1203.40000 Ha
Kohn-Sham gap (alpha / beta): 5.542 / 7.982 eV

Geometry (Å):
C  0.14590  -0.17459  1.15659
C  0.59978  -0.37787  -0.15467
N  -0.44714  -0.44793  -1.12974
O  -1.53497  -0.71195  -0.69565
O  -0.22721  -0.27716  -2.32558
Cl  -0.49889  2.41559  -0.34257
Cl  2.07754  -0.17094  -0.89186
H  0.95374  -0.20180  1.89285
H  -0.39423  0.92732  1.04301
H  -0.67451  -0.98067  1.44762

Force components x, y, z for each atom (eV/Å):
-0.9 -1.4 1.5
0.7 0.6 -1.0
-0.9 -0.5 -2.7
-1.2 -0.2 0.7
0.5 -0.1 1.0
-0.1 -0.1 0.6
0.2 -0.1 0.9
-0.2 0.4 -0.1
0.4 -0.6 -0.1
1.4 2.1 -0.7



Record 4
A single C3H7NO2 molecule in a non-equilibrium geometry. Source: OMol25; level of theory: ωB97M-V/def2-TZVPD.

Computed properties:
E_LUMO: 1.00 eV
Charge: 0
Molar mass: 89.1 u
HOMO level: -9.752 eV
DFT total energy: -323.70154 Ha
SMILES: N[C@@]1(O)CCO1
Kohn-Sham gap: 10.750 eV

Geometry (Å):
N  -1.57263  -0.94840  -0.31478
C  -0.31617  -0.39203  -0.41868
O  0.22486  -0.65148  -1.65096
C  -0.13009  0.99298  0.19687
C  1.20865  0.54883  0.77196
O  1.00817  -0.82544  0.43918
H  -2.14849  -0.74962  0.48839
H  -1.75953  -1.80876  -0.81059
H  -0.87516  1.18432  0.97240
H  -0.13724  1.79907  -0.53774
H  2.07623  1.02443  0.28682
H  1.30933  0.68167  1.85256
H  1.11207  -0.85558  -1.27543

Force components x, y, z for each atom (eV/Å):
0.3 -0.1 0.2
0.4 -0.1 0.5
0.2 0.1 -0.1
-0.1 0.2 0.0
0.0 0.4 0.3
-1.1 -0.1 0.2
0.3 -0.1 -0.1
0.2 0.1 0.2
0.0 0.0 -0.1
0.0 -0.1 0.1
-0.1 -0.4 0.0
0.0 0.0 -0.1
0.0 -0.1 -1.1



Record 5
A gas-phase ion, C2H5N (charge +1) in a non-equilibrium geometry. Source: OMol25; level of theory: ωB97M-V/def2-TZVPD.

Computed properties:
E_LUMO (alpha / beta): -6.21 / -9.37 eV
Charge: +1
2S+1: 2
Molar mass: 43.1 u
HOMO level (alpha / beta): -18.184 / -18.711 eV
DFT total energy: -133.54942 Ha
⟨S²⟩: 0.758
Kohn-Sham gap (alpha / beta): 11.979 / 9.344 eV

Geometry (Å):
C  -0.23264  -1.03049  -0.05403
C  0.16924  1.26081  0.23547
N  0.06277  0.15331  0.80269
H  0.59825  -1.21094  -0.72504
H  -1.18791  -0.92174  -0.57497
H  -0.32469  -1.87922  0.58960
H  0.24200  2.33452  0.52171
H  0.67299  1.29375  -0.79544

Force components x, y, z for each atom (eV/Å):
-0.9 -0.9 1.2
2.4 1.5 -0.3
-0.6 0.9 -3.0
0.4 0.3 -0.1
0.3 0.4 0.1
0.1 -0.6 0.4
-0.9 -0.8 1.0
-0.8 -0.8 0.7



Look up the molar mass of the first one.
790.7 u